16
Properties=species:S:1:pos:R:3 method="wB97M-V/def2-TZVPD" largest_force_ev_per_a=10.2 lumo_ev=0.35 orbital_gap_ha=0.3225 multiplicity=1
C -3.31136 -0.93109 0.24312
C -2.40206 -0.15841 -0.35596
C 1.10713 1.02438 0.57618
C 1.52700 -0.22159 1.09678
H -4.09406 -1.35879 -0.62973
H -4.00816 -0.16575 1.41501
H -2.48012 -2.08533 0.67776
H -2.58539 0.34899 -1.39182
H 1.79425 1.62359 0.35778
H 0.66540 1.44334 1.53015
H 2.22473 -0.10494 1.92599
H 0.90323 -0.96865 1.62665
H 1.23419 -0.70988 -1.22156
N -1.40870 0.12122 0.27272
S -0.17263 1.07979 -0.50234
S 2.34029 -0.90172 -0.47016